--- 1 ---
DFT (wB97M-V/def2-TZVPD) results for C6H6O in the gas phase.

Geometry as XYZ:
```
13
C6H6O wB97M-V/def2-TZVPD
C 1.786 1.263 0.030
C 0.479 -0.903 -0.033
C 0.246 1.573 0.089
C -0.243 0.225 -0.063
C 2.524 0.056 -0.070
C -1.749 -0.095 -0.035
O 1.830 -1.072 0.024
H 2.328 2.098 -0.043
H -0.133 -1.915 -0.055
H 3.630 0.095 -0.202
H -2.410 0.902 0.068
H -2.080 -0.697 0.711
H -1.917 -0.534 -1.051
```

Summary:
2S+1	1
lowest unoccupied orbital energy	-0.0104	hartree
orbital gap	8.27	eV

***

--- 2 ---
DFT (wB97M-V/def2-TZVPD) results for C6H6O in the gas phase.

Geometry as XYZ:
```
13
C6H6O wB97M-V/def2-TZVPD
C 2.448 -1.123 0.545
C 1.519 -0.283 0.969
C 0.297 0.150 0.451
C -0.464 1.326 0.386
C -1.828 1.011 -0.094
O -1.771 -0.421 -0.397
C -0.601 -0.825 -0.049
H 3.219 -1.511 1.211
H -0.153 2.317 0.682
H -2.641 1.108 0.640
H -2.155 1.489 -1.024
H -0.381 -1.876 -0.219
H 2.532 -1.507 -0.478
```

Summary:
2S+1	1
lowest unoccupied orbital energy (spin up / spin down)	-0.0158 / 0.0056	hartree
orbital gap (spin up / spin down)	6.13 / 7.84	eV

***

So which one wins? Going from most stable to least: 2, 1.

***

--- 1 ---
DFT (wB97M-V/def2-TZVPD) results for C6H6 in the gas phase.

Geometry as XYZ:
```
12
C6H6 wB97M-V/def2-TZVPD
C 0.792 -0.477 -1.359
C -0.447 0.295 -0.890
C -0.749 0.042 0.531
C -0.970 -0.703 1.533
C -0.060 -0.562 2.817
C -0.002 0.523 2.015
H 0.952 -0.327 -2.431
H 1.687 -0.142 -0.825
H 0.666 -1.547 -1.172
H -1.330 -0.020 -1.459
H -0.330 1.370 -1.068
H -0.211 1.548 2.308
```

Summary:
2S+1	1
lowest unoccupied orbital energy	-0.0075	hartree
orbital gap	8.49	eV

***

--- 2 ---
DFT (wB97M-V/def2-TZVPD) results for a molecular structure, C6H6.

Geometry as XYZ:
```
12
C6H6 wB97M-V/def2-TZVPD
C -1.421 0.851 0.249
C -0.832 -1.444 -0.332
C -0.915 -0.317 0.850
C -0.943 0.192 -0.993
C 0.192 -0.509 -0.251
C 1.567 -0.230 -0.063
H -1.853 1.767 0.665
H -0.840 -0.488 1.865
H -0.944 0.511 -2.010
H 1.822 -0.345 0.935
H 1.870 0.860 -0.203
H 2.295 -0.847 -0.712
```

Summary:
2S+1	1
lowest unoccupied orbital energy	0.0058	hartree
orbital gap	8.67	eV

***

So which one wins? Going from most stable to least: 2, 1.

***

--- 1 ---
DFT (wB97M-V/def2-TZVPD) results for CH3ClO3S in the gas phase.

Geometry as XYZ:
```
9
CH3ClO3S wB97M-V/def2-TZVPD
C 0.135 0.121 -0.287
O 2.342 1.530 -0.104
O 0.535 -0.886 0.577
O 0.972 0.047 -1.405
S 2.501 0.316 -0.871
Cl 3.075 0.893 -2.773
H 0.813 -0.558 1.362
H -0.774 -0.139 -0.668
H 0.274 1.088 0.156
```

Summary:
2S+1	1
lowest unoccupied orbital energy	0.0073	hartree
orbital gap	11.01	eV

***

--- 2 ---
DFT (wB97M-V/def2-TZVPD) results for 2 unconnected molecules or ions with the total composition CH3ClO3S.

Geometry as XYZ:
```
9
CH3ClO3S wB97M-V/def2-TZVPD
C -1.482 -1.060 0.928
O 0.821 1.876 -0.541
O 0.683 -0.358 -1.716
O -1.541 0.081 0.520
S 0.817 0.262 -0.386
Cl 2.929 0.037 0.045
H -0.741 -1.559 1.507
H -2.507 -1.587 1.068
H 1.020 2.308 -1.425
```

Summary:
2S+1	1
lowest unoccupied orbital energy	-0.0063	hartree
orbital gap	9.97	eV

***

So which one wins? Going from most stable to least: 1, 2.

***

--- 1 ---
DFT (wB97M-V/def2-TZVPD) results for a gas-phase ion, C4H8IN2 (charge +1).

Geometry as XYZ:
```
15
C4H8IN2 wB97M-V/def2-TZVPD
C -0.339 -0.623 1.246
C 0.026 1.510 -0.063
C -0.636 -1.316 -1.019
C 1.027 0.855 -0.903
N -0.514 0.686 1.042
N -0.361 -1.532 0.271
I 2.683 -0.022 -0.019
H -0.253 -0.976 2.263
H 0.478 2.376 0.440
H -0.809 1.893 -0.662
H -1.211 -0.467 -1.326
H -0.408 -2.092 -1.724
H 1.029 0.961 -1.971
H -0.630 1.224 1.892
H -0.083 -2.475 0.533
```

Summary:
charge	+1
2S+1	1
lowest unoccupied orbital energy (spin up / spin down)	-0.1796 / -0.1632	hartree
orbital gap (spin up / spin down)	7.34 / 7.92	eV

***

--- 2 ---
DFT (wB97M-V/def2-TZVPD) results for a gas-phase ion, C4H8IN2 (charge +1).

Geometry as XYZ:
```
15
C4H8IN2 wB97M-V/def2-TZVPD
C 1.262 0.810 -0.752
N 0.700 0.058 0.324
C -0.275 0.666 1.377
C -0.657 -0.239 0.313
N -1.264 -1.611 0.354
C -1.702 -0.550 -0.572
I -3.728 0.147 -0.276
H 1.817 0.093 -1.387
H 0.508 1.261 -1.301
H 1.867 1.695 -0.385
H -0.839 1.615 1.329
H 0.107 0.368 2.376
H -2.041 -1.693 1.014
H -0.686 -2.383 -0.003
H -1.499 -0.841 -1.739
```

Summary:
charge	+1
2S+1	1
lowest unoccupied orbital energy	-0.1573	hartree
orbital gap	9.81	eV

***

--- 3 ---
DFT (wB97M-V/def2-TZVPD) results for a gas-phase ion, C4H8IN2 (charge +1).

Geometry as XYZ:
```
15
C4H8IN2 wB97M-V/def2-TZVPD
C 0.851 2.025 -0.487
N 0.157 0.959 0.127
C 0.839 0.017 0.871
C 0.253 -0.422 -0.475
C -1.168 -1.087 -0.155
N -1.458 -2.315 0.173
I -2.776 0.271 -0.075
H 0.306 2.628 -1.215
H 1.143 2.645 0.437
H 1.771 1.698 -0.874
H 0.317 -0.293 1.709
H 1.902 0.055 1.082
H 1.155 -0.619 -1.300
H -0.784 -3.064 0.021
H -2.507 -2.499 0.162
```

Summary:
charge	+1
2S+1	1
lowest unoccupied orbital energy	-0.1837	hartree
orbital gap	8.31	eV

***

--- 4 ---
DFT (wB97M-V/def2-TZVPD) results for 2 unconnected molecules or ions with the total composition C4H8IN2.

Geometry as XYZ:
```
15
C4H8IN2 wB97M-V/def2-TZVPD
C -0.326 0.361 -1.388
C 0.706 -1.299 0.588
C 0.240 -0.167 -0.152
C -1.176 1.949 0.516
N -0.661 0.797 -0.012
N 0.813 -2.505 0.128
I 2.816 0.040 0.004
H 0.323 0.960 -1.897
H -1.064 -0.213 -2.028
H 0.476 -1.198 2.064
H -1.362 1.918 1.674
H -0.633 2.897 0.596
H -2.178 2.292 0.097
H 0.778 -2.544 -0.903
H 1.247 -3.289 0.713
```

Summary:
charge	+1
2S+1	1
lowest unoccupied orbital energy	-0.1935	hartree
orbital gap	8.17	eV

***

So which one wins? Going from most stable to least: 1, 3, 2, 4.

***

--- 1 ---
DFT (wB97M-V/def2-TZVPD) results for CH5N3OS in the gas phase.

Geometry as XYZ:
```
11
CH5N3OS wB97M-V/def2-TZVPD
N -1.768 0.012 -0.743
N -0.884 -0.842 -0.185
C 0.347 -0.471 0.594
O 0.901 -1.150 1.420
N 0.765 0.837 0.244
S 2.594 1.112 0.421
H -2.399 0.805 -0.021
H -1.518 0.492 -1.633
H -1.369 -1.804 -0.091
H 0.248 1.342 -0.579
H 3.083 -0.333 0.574
```

Summary:
2S+1	1
lowest unoccupied orbital energy	0.0116	hartree
orbital gap	9.35	eV

***

--- 2 ---
DFT (wB97M-V/def2-TZVPD) results for CH5N3OS in the gas phase.

Geometry as XYZ:
```
11
CH5N3OS wB97M-V/def2-TZVPD
H -1.271 1.386 -0.068
N -0.115 1.314 -0.290
C 0.083 -0.002 -0.259
N -1.116 -0.678 -0.140
O -2.348 -0.189 0.296
N 1.306 -0.857 -0.268
S 2.767 -0.061 0.262
H -0.951 -1.474 0.544
H -2.193 0.410 1.162
H 1.193 -1.364 -1.168
H 2.645 1.513 -0.072
```

Summary:
2S+1	1
lowest unoccupied orbital energy	0.0180	hartree
orbital gap	9.79	eV

***

--- 3 ---
DFT (wB97M-V/def2-TZVPD) results for a molecular structure, CH5N3OS.

Geometry as XYZ:
```
11
CH5N3OS wB97M-V/def2-TZVPD
C 0.790 -0.218 -0.101
H -3.012 -1.193 1.012
H 0.034 -1.920 -0.099
H 2.196 -1.393 -0.280
H 1.520 1.720 0.003
H -1.289 1.846 -0.353
N -0.370 -0.873 0.324
N 2.135 -0.426 -0.113
N 0.581 1.130 -0.352
O -0.693 1.559 0.308
S -1.893 -0.233 -0.349
```

Summary:
2S+1	1
lowest unoccupied orbital energy	-0.0434	hartree
orbital gap	7.42	eV

***

So which one wins? Going from most stable to least: 1, 2, 3.